(1)
Molecular formula: C55H134N10O10
Method: DFT, ωB97M-V with the def2-TZVPD basis set

The geometry in XYZ format:
```
209
Properties=species:S:1:pos:R:3
C -0.383 -2.858 2.529
C -1.201 -2.174 1.483
C -2.557 -2.868 1.490
C -1.523 -0.699 1.740
C -0.259 0.199 1.784
C 0.391 0.169 0.401
C 0.698 -1.275 -0.148
C 0.921 -1.207 -1.683
C 1.945 -1.718 0.574
N -0.659 -2.133 0.088
O -0.391 -3.510 -0.335
H 0.025 -3.805 2.157
H 0.489 -2.305 2.831
H -1.089 -3.055 3.424
H -2.622 -3.840 1.046
H -2.898 -2.941 2.529
H -3.249 -2.274 0.860
H -2.061 -0.422 0.827
H -2.148 -0.589 2.584
H -0.579 1.262 1.772
H 0.481 0.097 2.551
H 1.318 0.796 0.467
H -0.251 0.732 -0.372
H 1.834 -0.620 -1.917
H 0.178 -0.665 -2.207
H 1.135 -2.245 -2.025
H 2.070 -2.787 0.553
H 1.988 -1.378 1.626
H 2.846 -1.295 0.065
H -0.718 -3.443 -1.239
C 0.486 6.926 1.078
C 0.919 6.783 -0.398
C -0.211 7.354 -1.281
C 2.189 7.517 -0.664
C 3.359 6.794 -0.057
C 3.421 5.307 -0.457
C 2.140 4.517 -0.263
C 2.219 3.167 -1.004
C 1.925 4.236 1.213
N 1.156 5.372 -0.879
O -0.112 4.702 -0.758
H 1.273 6.627 1.776
H 0.372 7.973 1.265
H -0.385 6.327 1.352
H -0.158 8.464 -1.126
H -0.055 7.197 -2.346
H -1.164 6.903 -1.024
H 2.381 7.635 -1.777
H 2.114 8.496 -0.243
H 4.210 7.348 -0.405
H 3.359 6.929 1.050
H 4.288 4.958 0.165
H 3.711 5.288 -1.592
H 1.269 2.622 -0.889
H 2.977 2.506 -0.566
H 2.311 3.320 -2.081
H 2.399 3.244 1.384
H 0.827 4.198 1.523
H 2.391 4.840 1.997
H -0.393 4.415 -1.646
C -0.806 -6.669 1.413
C -0.351 -7.947 0.708
C -0.750 -9.117 1.617
C -1.079 -8.047 -0.678
C -0.563 -7.080 -1.657
C 0.934 -7.087 -1.854
C 1.687 -7.124 -0.544
C 3.056 -7.679 -0.891
C 1.767 -5.729 0.143
N 1.108 -8.101 0.380
O 1.833 -8.027 1.624
H -0.125 -6.480 2.247
H -0.804 -5.843 0.719
H -1.823 -6.732 1.829
H -0.424 -8.915 2.620
H -1.800 -9.302 1.710
H -0.233 -10.018 1.216
H -0.869 -9.035 -1.092
H -2.175 -7.926 -0.570
H -0.983 -7.196 -2.580
H -0.924 -6.084 -1.312
H 1.289 -6.179 -2.400
H 1.158 -7.998 -2.478
H 2.894 -8.630 -1.324
H 3.606 -7.718 0.030
H 3.572 -6.983 -1.578
H 0.841 -5.231 0.169
H 2.513 -5.160 -0.409
H 2.170 -5.865 1.136
H 1.714 -8.884 2.010
C -5.483 -1.229 -1.080
O -5.010 -2.281 -1.853
C -3.569 -2.214 -2.098
C -3.188 -3.398 -2.982
C -3.684 -4.670 -2.289
N -1.696 -3.450 -3.051
H -5.462 -0.214 -1.565
H -4.902 -1.224 -0.162
H -6.561 -1.416 -0.884
H -3.366 -1.327 -2.669
H -2.925 -2.142 -1.208
H -3.721 -3.232 -3.903
H -2.994 -5.435 -2.561
H -4.734 -5.000 -2.344
H -3.520 -4.579 -1.211
H -1.408 -4.377 -3.358
H -1.294 -2.725 -3.599
C 4.058 -2.856 -2.884
O 3.860 -1.486 -2.809
C 4.857 -0.796 -2.215
C 4.783 0.704 -2.551
C 5.315 0.987 -3.956
N 5.619 1.323 -1.519
H 3.953 -3.330 -1.886
H 5.030 -3.034 -3.388
H 3.202 -3.161 -3.431
H 4.871 -0.903 -1.137
H 5.848 -1.154 -2.491
H 3.690 0.875 -2.458
H 6.397 0.967 -3.938
H 4.877 1.931 -4.290
H 4.980 0.231 -4.681
H 5.005 1.501 -0.748
H 5.806 2.287 -1.776
C -3.534 -0.735 7.927
O -4.655 -0.513 7.065
C -4.315 0.021 5.812
C -5.600 0.156 5.003
C -5.239 0.278 3.508
N -6.444 1.263 5.443
H -3.970 -1.340 8.776
H -3.056 0.132 8.218
H -2.799 -1.390 7.417
H -3.872 0.971 5.995
H -3.549 -0.669 5.399
H -6.093 -0.774 5.103
H -4.776 -0.554 2.968
H -4.699 1.222 3.371
H -6.194 0.299 2.978
H -6.173 2.146 5.095
H -6.524 1.276 6.465
C 3.969 -1.479 -6.424
O 2.593 -1.395 -6.251
C 2.058 -0.483 -5.315
C 0.569 -0.582 -5.475
C 0.173 -0.654 -6.945
N -0.028 0.578 -4.839
H 4.077 -2.271 -7.190
H 4.508 -1.814 -5.572
H 4.361 -0.492 -6.642
H 2.410 -0.737 -4.312
H 2.460 0.548 -5.569
H 0.292 -1.549 -4.981
H -0.893 -0.837 -6.936
H 0.559 -1.447 -7.590
H 0.419 0.299 -7.467
H 0.326 1.380 -5.374
H -1.033 0.539 -4.938
C -2.642 6.753 -4.066
O -2.240 5.390 -4.109
C -2.929 4.614 -3.159
C -2.421 3.200 -3.209
C -2.898 2.369 -2.007
N -0.890 3.291 -3.228
H -2.540 7.192 -4.998
H -2.014 7.146 -3.280
H -3.644 6.828 -3.712
H -2.884 5.032 -2.153
H -4.025 4.747 -3.365
H -2.827 2.669 -4.101
H -3.947 2.572 -1.878
H -2.383 2.747 -1.086
H -2.703 1.270 -2.075
H -0.492 2.380 -3.263
H -0.620 3.817 -4.054
C -1.404 3.434 5.490
O -2.768 3.501 4.992
C -2.942 3.371 3.625
C -2.547 4.579 2.788
C -3.250 5.865 3.061
N -2.685 4.103 1.396
H -1.362 3.207 6.568
H -0.883 4.397 5.350
H -0.863 2.637 4.932
H -2.469 2.466 3.205
H -3.992 3.273 3.383
H -1.520 4.830 2.954
H -2.724 6.680 2.519
H -3.265 6.073 4.123
H -4.329 5.788 2.798
H -1.879 4.417 0.872
H -3.494 4.640 1.006
C 5.580 0.467 2.423
O 4.376 1.272 2.372
C 3.268 0.795 3.083
C 3.221 1.125 4.551
C 2.051 0.418 5.167
N 3.118 2.531 4.714
H 6.273 0.942 1.695
H 5.369 -0.524 2.076
H 6.074 0.569 3.421
H 2.452 1.204 2.527
H 3.141 -0.288 2.934
H 4.203 0.677 4.880
H 1.850 0.696 6.250
H 2.145 -0.686 5.199
H 1.182 0.727 4.656
H 3.875 3.056 4.337
H 2.945 2.852 5.643
```

SMILES string: CC1(C)CCCC(C)(C)N1O.CC1(C)CCCC(C)(C)N1O.CC1(C)CCCC(C)(C)N1O.COC[C@H](C)N.COC[C@H](C)N.COC[C@H](C)N.COC[C@H](C)N.COC[C@H](C)N.COC[C@H](C)N.COC[C@H](C)N
Energy relative to the best compared isomer or geometry (same formula, charge and spin): 104.3 kJ/mol
LUMO level: 0.01872 Eh
M: 1095.74 g mol⁻¹
Highest occupied orbital energy: -8.4 eV
Kohn-Sham gap: 8.9 eV

Löwdin atomic charge list, values in e, 6 entries: -0.02 -0.54 -0.04 -0.11 -0.16 -0.15

=====

(2)
Molecular formula: C5H11O2
Method: DFT, ωB97M-V with the def2-TZVPD basis set

The geometry in XYZ format:
```
18
Properties=species:S:1:pos:R:3
C -1.550 -0.720 1.161
C -2.879 -0.067 1.225
C -1.860 -2.166 1.577
H -0.661 -0.340 1.816
H -1.086 -0.649 0.187
H -2.873 0.699 0.520
H -3.807 -0.796 0.886
H -2.575 -2.509 0.663
H -3.202 0.381 2.211
H -2.559 -2.144 2.369
H -0.939 -2.834 1.702
C 1.822 1.423 0.137
C 1.782 0.760 -1.250
O 2.733 0.054 -1.543
O 0.811 0.971 -2.038
H 0.811 1.362 0.613
H 2.034 2.368 -0.098
H 2.609 0.871 0.685
```

Net charge: -1
Energy relative to the best compared isomer or geometry (same formula, charge and spin): 160.3 kJ/mol
LUMO level: 0.12723 Eh
M: 103.14 g mol⁻¹
Highest occupied orbital energy: -3.5 eV
Kohn-Sham gap: 7.0 eV

Löwdin atomic charge list, values in e, 6 entries: -0.36 -0.17 -0.16 0.13 0.09 0.03

=====

(3)
Molecular formula: C10H25Li2NO7
Method: DFT, ωB97M-V with the def2-TZVPD basis set

The geometry in XYZ format:
```
45
Properties=species:S:1:pos:R:3
Li -0.878 0.537 -0.540
Li -3.439 -0.058 0.017
O -2.049 1.117 0.895
C -2.167 1.522 2.207
C -3.532 2.115 2.571
O -3.976 3.135 1.800
H -1.374 2.282 2.424
H -2.001 0.652 2.896
H -3.463 2.473 3.641
H -4.243 1.240 2.554
O -2.256 -0.380 -1.753
C -2.543 -1.707 -1.989
C -2.909 -2.562 -0.771
O -3.779 -2.037 0.109
H -1.690 -2.206 -2.526
H -3.419 -1.771 -2.687
H -1.919 -2.834 -0.273
H -3.287 -3.545 -1.170
C 1.828 3.473 1.262
O 2.174 2.214 0.746
C 1.385 1.190 1.345
C 1.753 -0.124 0.702
N 1.097 -0.251 -0.611
C 0.891 -1.617 -1.094
C 2.096 -2.513 -1.022
O 3.084 -2.087 -1.952
C 4.383 -2.404 -1.547
H 0.792 3.731 1.016
H 2.490 4.218 0.811
H 1.976 3.528 2.349
H 0.320 1.380 1.145
H 1.538 1.139 2.431
H 1.403 -0.926 1.354
H 2.847 -0.173 0.594
H 1.659 0.241 -1.296
H 0.520 -1.561 -2.117
H 0.074 -2.043 -0.503
H 1.785 -3.547 -1.242
H 2.493 -2.565 0.000
H 5.065 -2.223 -2.381
H 4.497 -3.476 -1.312
H 4.695 -1.816 -0.676
O -0.567 2.463 -1.562
H -1.228 3.151 -1.448
H -0.127 2.625 -2.398
```

Net charge: -2
Energy relative to the best compared isomer or geometry (same formula, charge and spin): 0.0 kJ/mol
LUMO level: 0.15193 Eh
M: 285.19 g mol⁻¹
Highest occupied orbital energy: 0.7 eV
Kohn-Sham gap: 3.4 eV

Löwdin atomic charge list, values in e, 6 entries: 0.58 0.65 -0.48 -0.47 -0.57 -0.40

=====

(4)
Molecular formula: C17H20FeN2S2
Method: DFT, ωB97M-V with the def2-TZVPD basis set

The geometry in XYZ format:
```
42
Properties=species:S:1:pos:R:3
Fe -0.226 0.307 -0.500
C -1.516 -2.469 -0.456
N -0.142 -2.086 -0.104
C 0.147 -2.362 1.300
C 1.323 -1.525 1.782
N 0.943 -0.117 1.858
C 2.107 0.774 1.862
C 0.099 0.141 3.000
C 0.584 -0.032 4.292
C -0.204 0.229 5.401
C -1.502 0.689 5.208
C -1.988 0.883 3.929
C -1.201 0.617 2.795
S -1.857 0.898 1.212
C 0.825 -2.722 -0.977
C 0.790 -4.099 -1.173
C 1.662 -4.734 -2.042
C 2.588 -3.967 -2.739
C 2.645 -2.602 -2.541
C 1.777 -1.945 -1.650
S 1.969 -0.235 -1.396
H -1.735 -3.523 -0.234
H -1.664 -2.281 -1.517
H -2.202 -1.832 0.102
H 0.362 -3.428 1.464
H -0.736 -2.095 1.887
H 2.147 -1.616 1.071
H 1.665 -1.917 2.751
H 2.799 0.559 2.689
H 1.758 1.802 1.957
H 2.636 0.668 0.917
H 1.604 -0.372 4.437
H 0.190 0.081 6.399
H -2.136 0.900 6.062
H -2.991 1.255 3.766
H 0.059 -4.693 -0.637
H 1.609 -5.806 -2.187
H 3.276 -4.440 -3.432
H 3.354 -1.990 -3.083
C -1.249 0.341 -2.117
H -0.857 0.097 -3.111
H -2.297 0.656 -2.201
```

Net charge: -1
Energy relative to the best compared isomer or geometry (same formula, charge and spin): 0.0 kJ/mol
Multiplicity: 2
LUMO level (alpha / beta): 0.11412 / 0.11413 Eh
M: 372.34 g mol⁻¹
Highest occupied orbital energy (alpha / beta): -3.9 / -3.9 eV
Kohn-Sham gap (alpha / beta): 7.0 / 7.0 eV

Löwdin atomic charge list, values in e, 6 entries: 0.09 -0.10 -0.20 -0.16 -0.18 -0.20

=====

(5)
Molecular formula: H4O2
Method: DFT, ωB97M-V with the def2-TZVPD basis set

The geometry in XYZ format:
```
6
Properties=species:S:1:pos:R:3
O 0.167 1.200 1.152
H 0.197 0.686 1.992
H -0.440 0.727 0.560
O -0.116 -0.824 -0.860
H -0.592 -0.642 -1.654
H 0.783 -1.147 -1.189
```

SMILES string: O.O
Energy relative to the best compared isomer or geometry (same formula, charge and spin): 19.3 kJ/mol
LUMO level: 0.02752 Eh
M: 36.03 g mol⁻¹
Highest occupied orbital energy: -10.8 eV
Kohn-Sham gap: 11.6 eV

For reference, the Löwdin charges in units of e are: -0.10 0.05 0.00 -0.07 0.02 0.09

=====

(6)
Molecular formula: C59H51Cl5N3O8PSSe2Zr
Method: DFT, ωB97M-V with the def2-TZVPD basis set

The geometry in XYZ format:
```
131
Properties=species:S:1:pos:R:3
Zr -0.171 -0.370 0.579
O 1.510 -1.864 -0.165
C 2.698 -2.514 0.301
C 2.775 -2.788 1.799
C 4.264 -3.073 2.003
O 4.591 -3.664 3.266
C 1.897 -3.994 2.138
Se 0.003 -3.665 1.761
C 2.368 -1.593 2.691
Se 2.482 0.170 1.836
H 1.773 -1.190 -0.816
H 3.535 -1.873 0.027
H 2.780 -3.461 -0.240
H 4.810 -2.129 1.880
H 4.622 -3.776 1.245
H 4.078 -3.188 3.928
H 2.010 -4.279 3.184
H 2.222 -4.844 1.526
H 2.974 -1.564 3.603
H 1.342 -1.740 3.016
O -2.663 -2.146 1.317
S -2.623 -2.271 -0.115
O -3.837 -1.926 -0.818
O -1.439 -1.490 -0.651
C -2.318 -3.927 -0.622
C -3.213 -4.818 -0.039
C -3.206 -6.150 -0.411
C -2.314 -6.576 -1.394
C -1.439 -5.661 -1.961
C -1.414 -4.321 -1.578
P -0.130 -3.185 -2.285
C 1.350 -4.241 -2.267
C 2.459 -3.802 -2.999
C 3.696 -4.414 -2.858
C 3.858 -5.458 -1.952
C 2.777 -5.866 -1.182
C 1.535 -5.261 -1.334
C -0.724 -3.184 -4.027
C -1.949 -2.536 -4.208
C -2.471 -2.347 -5.476
C -1.779 -2.797 -6.597
C -0.562 -3.443 -6.427
C -0.039 -3.634 -5.151
H -3.892 -4.460 0.726
H -3.884 -6.849 0.063
H -2.294 -7.611 -1.712
H -0.744 -5.998 -2.725
H 2.367 -2.940 -3.657
H 4.540 -4.052 -3.432
H 4.824 -5.932 -1.832
H 2.900 -6.645 -0.440
H 0.714 -5.556 -0.687
H -2.504 -2.162 -3.344
H -3.418 -1.831 -5.585
H -2.179 -2.633 -7.590
H -0.010 -3.801 -7.289
H 0.914 -4.144 -5.044
C -2.026 4.875 0.536
O -2.024 5.329 1.903
C -0.878 5.683 2.521
C -1.035 6.576 3.586
C 0.049 7.084 4.272
C 1.341 6.706 3.909
C 1.498 5.780 2.895
C 0.411 5.237 2.202
N 0.658 4.275 1.200
C 0.350 2.905 1.331
N -0.092 2.593 2.562
C -0.507 1.426 3.268
C -0.545 0.117 2.783
C -1.002 -0.847 3.687
C -1.367 -0.553 4.997
C -1.297 0.749 5.461
C -0.864 1.725 4.583
O -0.798 3.060 4.990
C 0.280 3.309 5.885
N 0.532 2.110 0.318
C 1.082 2.748 -0.836
C 0.276 3.261 -1.832
C 0.815 3.790 -3.003
C 2.190 3.823 -3.165
C 3.029 3.375 -2.146
C 2.473 2.864 -0.978
O 3.195 2.491 0.102
C 4.601 2.437 0.002
H -3.034 5.068 0.180
H -1.835 3.805 0.475
H -1.304 5.434 -0.058
H -2.048 6.868 3.833
H -0.112 7.781 5.086
H 2.206 7.100 4.425
H 2.487 5.422 2.628
H 1.521 4.417 0.698
H -0.138 3.386 3.183
H -1.066 -1.872 3.349
H -1.717 -1.349 5.644
H -1.585 1.021 6.471
H 0.290 4.380 6.086
H 1.230 3.012 5.430
H 0.149 2.759 6.820
H -0.797 3.191 -1.701
H 0.156 4.144 -3.786
H 2.624 4.201 -4.083
H 4.102 3.411 -2.269
H 4.944 1.995 0.933
H 5.026 3.439 -0.125
H 4.909 1.800 -0.830
Cl -1.643 0.820 -2.374
C -0.073 0.552 -3.079
C 0.971 0.136 -2.252
C 2.188 0.136 -2.909
Cl 3.648 -0.313 -2.012
C 2.386 0.466 -4.254
Cl 3.976 0.491 -4.961
C 1.292 0.794 -5.038
Cl 1.486 1.183 -6.718
C 0.038 0.841 -4.438
Cl -1.344 1.306 -5.384
C -2.074 0.885 0.759
C -3.223 1.285 0.797
C -4.587 1.722 0.874
C -4.956 2.756 1.742
C -6.271 3.199 1.794
C -7.242 2.614 0.989
C -6.885 1.571 0.141
C -5.573 1.123 0.083
H -4.197 3.199 2.375
H -6.536 4.003 2.472
H -8.267 2.962 1.027
H -7.634 1.100 -0.484
H -5.284 0.292 -0.551
```

Net charge: -2
Energy relative to the best compared isomer or geometry (same formula, charge and spin): 0.0 kJ/mol
LUMO level: 0.13881 Eh
M: 1419.52 g mol⁻¹
Highest occupied orbital energy: -1.7 eV
Kohn-Sham gap: 5.5 eV

Löwdin atomic charge list, values in e, 6 entries: 1.59 -0.39 -0.27 -0.58 -0.22 -0.08

=====

(7)
Molecular formula: C2H4N4
Method: DFT, ωB97M-V with the def2-TZVPD basis set

The geometry in XYZ format:
```
10
Properties=species:S:1:pos:R:3
C -0.372 1.090 -1.076
N -0.125 0.081 -0.075
N 0.883 -0.763 -0.103
C 0.713 -1.380 1.038
N -0.346 -0.939 1.760
N -0.842 0.043 1.051
H -0.391 0.605 -2.064
H -1.341 1.566 -0.826
H 0.424 1.853 -1.084
H 1.396 -2.157 1.379
```

SMILES string: Cn1ncnn1
Energy relative to the best compared isomer or geometry (same formula, charge and spin): 134.9 kJ/mol
LUMO level: 0.03584 Eh
M: 84.08 g mol⁻¹
Highest occupied orbital energy: -10.7 eV
Kohn-Sham gap: 11.7 eV

Löwdin atomic charge list, values in e, 6 entries: -0.02 -0.27 0.10 -0.24 0.01 0.04

=====

(8)
Molecular formula: C3H5NO2
Method: DFT, ωB97M-V with the def2-TZVPD basis set

The geometry in XYZ format:
```
11
Properties=species:S:1:pos:R:3
O 1.693 0.069 0.611
C 0.740 -0.842 0.087
C -0.626 -0.283 0.390
N -1.752 -0.483 -0.654
C -1.261 0.655 -0.485
O -1.385 1.888 -0.950
H 2.568 -0.325 0.518
H 0.842 -0.953 -1.002
H 0.848 -1.837 0.542
H -0.927 -0.337 1.438
H -0.741 2.449 -0.495
```

SMILES string: OC[C@@H]1N=C1O
Energy relative to the best compared isomer or geometry (same formula, charge and spin): 270.8 kJ/mol
LUMO level: 0.02274 Eh
M: 87.08 g mol⁻¹
Highest occupied orbital energy: -10.2 eV
Kohn-Sham gap: 10.8 eV

Löwdin atomic charge list, values in e, 6 entries: -0.07 -0.25 -0.19 0.22 -0.43 0.14

=====

Question: Which value of energy relative to the best compared isomer or geometry (same formula, charge and spin) does entry 4 give?
Answer: 0.0 kJ/mol